The following is a quantum chemistry calculation of a cluster of 2 separate species, C18H29BrNO4 in total, from the OMol25 dataset.

```
! wB97M-V def2-TZVPD RIJCOSX def2/J DEFGRID3
* xyz 1 1
C 5.774 -3.294 -1.395
C 4.966 -2.457 -2.322
O 4.030 -2.795 -2.991
O 5.406 -1.150 -2.345
C 4.735 -0.320 -3.250
N 3.414 0.068 -2.705
C 3.367 0.930 -1.674
C 2.157 1.286 -1.140
C 0.983 0.767 -1.679
C -0.336 1.276 -1.151
O -1.134 1.762 -1.890
O -0.499 1.116 0.187
C 1.041 -0.146 -2.733
C -0.155 -0.821 -3.335
C -0.606 -2.089 -2.593
C 0.519 -2.933 -2.013
Br -1.890 -1.660 -1.193
C 2.293 -0.462 -3.221
H 6.813 -3.279 -1.718
H 5.374 -4.299 -1.389
H 5.742 -2.849 -0.401
H 5.331 0.577 -3.380
H 4.575 -0.795 -4.213
H 4.305 1.306 -1.296
H 2.148 1.980 -0.313
H -0.437 1.970 0.638
H -0.973 -0.111 -3.421
H 0.098 -1.128 -4.351
H -1.150 -2.696 -3.310
H 1.209 -2.345 -1.410
H 0.099 -3.696 -1.364
H 1.062 -3.430 -2.818
H 2.430 -1.175 -4.019
C -1.956 -0.215 2.957
C -3.458 0.012 3.096
C -3.934 1.299 2.423
C -3.324 2.583 2.989
C -3.546 2.796 4.486
C -5.018 2.909 4.870
H -1.384 0.578 3.444
H -1.657 -1.159 3.414
H -1.673 -0.246 1.904
H -3.735 0.011 4.153
H -3.989 -0.830 2.644
H -5.023 1.354 2.488
H -3.700 1.247 1.354
H -3.744 3.435 2.444
H -2.247 2.599 2.788
H -3.028 3.710 4.787
H -3.081 1.984 5.053
H -5.496 3.734 4.338
H -5.127 3.094 5.939
H -5.568 1.996 4.639
*
```

* LUMO: -4.6 eV
* highest occupied orbital energy: -12.6 eV

Löwdin atomic charge list, values in e, 2 entries: 0.05, -0.48

=====

The following is a quantum chemistry calculation of an isolated molecule of C5H9N, from the OMol25 dataset.

```
! wB97M-V def2-TZVPD RIJCOSX def2/J DEFGRID3
* xyz 0 1
C 1.354 0.463 0.440
C -0.134 0.554 0.098
C -0.384 0.645 -1.389
C -0.931 -0.579 0.737
C -0.419 -1.933 0.548
N -0.021 -3.006 0.425
H 1.522 0.407 1.522
H 1.873 1.351 0.070
H 1.825 -0.416 -0.014
H -0.532 1.455 0.589
H 0.017 -0.234 -1.904
H 0.112 1.534 -1.778
H -1.457 0.708 -1.599
H -1.980 -0.598 0.421
H -0.858 -0.326 1.787
*
```

* LUMO: 0.8 eV
* energy relative to the best compared isomer or geometry (same formula, charge and spin): 2.5 kcal/mol
* SMILES: CC(C)CC#N
* highest occupied orbital energy: -11.4 eV

Löwdin atomic charge list, values in e, 2 entries: -0.08, -0.46

=====

The following is a quantum chemistry calculation of a cluster of 8 separate species, C38H38F40N2O8S in total, from the OMol25 dataset.

```
! wB97M-V def2-TZVPD RIJCOSX def2/J DEFGRID3
* xyz -1 2
O 0.451 -0.937 -2.691
S 0.420 -2.004 -1.704
O -0.692 -2.086 -0.802
O 0.521 -3.534 -2.521
C 1.131 -3.591 -3.778
C 1.058 -5.026 -4.241
C 2.010 -2.192 -0.699
H 2.139 -3.177 -3.802
H 0.557 -3.019 -4.507
H 0.098 -5.420 -4.575
H 1.262 -5.695 -3.406
H 1.815 -5.253 -4.992
H 1.900 -1.636 0.232
H 2.878 -1.761 -1.196
H 2.035 -3.272 -0.552
N -3.587 0.313 -3.379
C -3.335 -0.977 -3.805
C -2.269 -1.269 -4.690
C -1.482 -0.277 -5.145
C -1.789 1.038 -4.796
C -2.842 1.340 -3.948
H -3.901 -1.767 -3.333
H -2.073 -2.309 -4.901
H -0.727 -0.555 -5.865
H -1.204 1.863 -5.174
H -3.187 2.300 -3.594
N 4.022 3.397 2.714
C 3.346 4.530 2.905
C 2.454 4.657 3.940
C 2.233 3.535 4.773
C 2.980 2.368 4.654
C 3.819 2.318 3.522
H 3.400 5.385 2.247
H 1.772 5.494 3.924
H 1.502 3.652 5.559
H 2.908 1.546 5.350
H 4.336 1.388 3.335
C 5.190 0.701 -4.375
C 3.788 0.552 -3.816
C 2.761 0.469 -4.896
F 2.755 1.527 -5.799
F 2.903 -0.616 -5.595
F 3.780 -0.578 -3.046
F 3.565 1.580 -3.040
O 6.172 0.611 -3.352
C 7.390 -0.071 -3.689
C 8.448 -0.051 -2.520
F 8.005 -0.607 -1.378
F 9.729 -0.484 -2.761
F 7.121 -1.368 -3.916
F 7.967 0.503 -4.747
H 5.271 1.649 -4.906
H 5.336 -0.081 -5.121
H 1.739 0.397 -4.524
H 8.423 1.007 -2.257
C -7.012 -2.742 -2.297
C -8.022 -3.623 -1.566
C -7.348 -4.817 -0.833
F -8.306 -5.486 -0.167
F -6.533 -5.579 -1.531
F -8.766 -2.827 -0.757
F -8.966 -4.055 -2.399
O -5.784 -2.625 -1.581
C -5.668 -1.568 -0.529
C -4.204 -1.447 -0.038
F -4.185 -0.669 1.005
F -3.670 -2.635 0.279
F -6.086 -0.445 -1.008
F -6.531 -1.913 0.477
H -7.331 -1.717 -2.488
H -6.794 -3.148 -3.285
H -6.759 -4.461 0.012
H -3.681 -1.027 -0.897
C -2.504 4.221 1.148
C -3.630 4.084 0.042
C -3.865 2.584 -0.241
F -2.836 1.740 -0.579
F -4.434 1.906 0.732
F -4.791 4.567 0.445
F -3.301 4.656 -1.082
O -2.267 5.568 1.469
C -1.313 5.777 2.496
C -1.045 7.258 2.527
F -2.173 7.957 2.931
F -0.066 7.410 3.411
F -1.742 5.348 3.701
F -0.239 5.088 2.153
H -1.617 3.779 0.695
H -2.852 3.610 1.980
H -4.563 2.556 -1.078
H -0.693 7.599 1.553
C 0.463 1.802 1.886
C 0.126 0.551 2.698
C -1.378 0.226 2.724
F -1.702 -0.833 3.447
F -2.262 1.198 3.098
F 0.816 -0.380 2.068
F 0.697 0.569 3.898
O 0.043 1.882 0.502
C 0.921 2.006 -0.573
C 0.069 2.051 -1.868
F -0.824 3.012 -1.809
F 0.851 2.226 -2.995
F 1.630 3.118 -0.477
F 1.707 0.948 -0.551
H 1.545 1.909 1.969
H 0.018 2.630 2.438
H -1.693 -0.071 1.724
H -0.645 1.247 -2.046
C 1.037 -3.031 4.555
C -0.035 -3.620 5.593
C 0.207 -2.885 6.929
F 0.487 -1.587 6.888
F -0.798 -2.932 7.782
F -1.316 -3.488 5.123
F 0.202 -4.926 5.829
O 2.332 -3.219 4.975
C 3.339 -2.558 4.165
C 4.749 -3.002 4.730
F 5.759 -2.668 3.963
F 4.948 -2.577 5.972
F 3.178 -2.997 2.945
F 3.273 -1.194 4.088
H 0.810 -1.972 4.431
H 0.881 -3.530 3.598
H 1.065 -3.243 7.498
H 4.774 -4.090 4.778
*
```

* LUMO (spin up / spin down): 1.7 / 1.7 eV
* highest occupied orbital energy (spin up / spin down): -0.2 / -4.7 eV

Löwdin atomic charge list, values in e, 2 entries: -0.29, 0.70

=====

The following is a quantum chemistry calculation of an isolated molecule of C5H6O, from the OMol25 dataset.

```
! wB97M-V def2-TZVPD RIJCOSX def2/J DEFGRID3
* xyz 0 1
C -0.483 0.790 -1.042
C -0.058 1.171 0.186
C -0.374 0.223 1.252
C -0.151 -1.036 0.810
C 0.746 -1.035 -0.405
O 0.867 -1.840 -1.300
H -1.396 0.212 -1.128
H -0.049 1.126 -1.978
H 0.595 2.032 0.333
H -0.735 0.523 2.232
H -0.418 -1.975 1.294
H 1.457 -0.192 -0.254
*
```

* LUMO: 0.4 eV
* energy relative to the best compared isomer or geometry (same formula, charge and spin): 57.9 kcal/mol
* SMILES: C=C/C=C\C=O
* highest occupied orbital energy: -9.2 eV

Löwdin atomic charge list, values in e, 2 entries: 0.01, -0.18

=====

The following is a quantum chemistry calculation of a structure of composition C27H30IN4O3RuS2, from the OMol25 dataset.

```
! wB97M-V def2-TZVPD RIJCOSX def2/J DEFGRID3
* xyz 0 2
Ru -0.111 -0.001 -0.188
C 3.821 -1.389 -1.521
C 2.585 -1.166 -0.710
N 1.443 -0.882 -1.259
N 1.395 -0.962 -2.641
C 0.311 -0.529 -3.151
S -1.009 0.167 -2.204
S 0.125 -0.635 -4.903
C -0.080 1.147 -5.255
C 1.127 1.953 -4.879
C 1.212 2.538 -3.620
C 2.346 3.242 -3.241
C 3.408 3.373 -4.124
C 3.328 2.800 -5.386
C 2.195 2.093 -5.759
C 2.641 -1.341 0.741
C 3.891 -1.422 1.373
C 4.012 -1.687 2.718
C 2.865 -1.899 3.477
C 1.617 -1.823 2.899
C 1.477 -1.524 1.539
O 0.234 -1.449 1.071
H 3.590 -1.470 -2.577
H 4.360 -2.269 -1.179
H 4.469 -0.520 -1.375
H -0.976 1.512 -4.752
H -0.265 1.177 -6.329
H 0.380 2.437 -2.932
H 2.397 3.691 -2.257
H 4.293 3.924 -3.833
H 4.150 2.904 -6.082
H 2.141 1.637 -6.741
H 4.788 -1.256 0.793
H 4.988 -1.727 3.181
H 2.948 -2.111 4.536
H 0.718 -1.960 3.483
I -3.166 6.112 -1.681
C -2.025 4.772 -0.557
C -0.863 4.234 -1.093
C -0.139 3.312 -0.357
C -0.582 2.893 0.896
C -1.711 3.494 1.442
C -2.439 4.427 0.720
C 0.157 1.827 1.651
O -0.165 1.563 2.792
O 1.069 1.183 0.938
H -0.521 4.534 -2.076
H 0.788 2.908 -0.745
H -2.000 3.223 2.451
H -3.325 4.880 1.144
C -5.328 -0.517 -0.392
C -4.224 0.408 0.116
C -4.737 1.183 1.334
C -3.820 1.388 -0.986
N -3.157 -0.496 0.569
N -1.947 0.165 1.005
H -6.174 0.072 -0.746
H -5.667 -1.184 0.401
H -4.970 -1.123 -1.228
H -5.721 1.602 1.120
H -4.087 2.022 1.593
H -4.822 0.521 2.196
H -4.629 2.102 -1.157
H -3.622 0.870 -1.923
H -2.931 1.963 -0.711
H -2.880 -1.147 -0.158
H -1.578 -0.418 1.760
H -2.220 1.023 1.477
*
```

* LUMO (spin up / spin down): -0.8 / -0.7 eV
* energy relative to the best compared isomer or geometry (same formula, charge and spin): 0.0 kcal/mol
* highest occupied orbital energy (spin up / spin down): -8.1 / -8.2 eV

Löwdin atomic charge list, values in e, 2 entries: 1.11, -0.01